Version w
# C4H4N2O

A structure of composition C4H4N2O (ωB97M-V with the def2-TZVPD basis set, the OMol25 dataset).

Last column: natural (NBO) charge in e.
Atoms and positions in Å:
O -2.498 -0.605 -0.443  -0.5313
C -1.361 -0.283 -0.187  0.5904
C -0.223 -0.600 -1.080  -0.3071
C 1.010 -0.202 -0.756  0.0075
N 1.279 0.400 0.505  -0.5867
C 0.128 0.905 1.141  0.2242
N -1.079 0.518 0.954  -0.4958
H -0.438 -1.107 -2.014  0.2394
H 1.852 -0.292 -1.444  0.2192
H 0.867 -0.282 1.351  0.4348
H 0.422 1.537 1.979  0.2055

Properties
frontier orbital gap	10.00	eV
HOMO level	-9.9	eV

---

Version x
# C4H4N2O

An isolated molecule of C4H4N2O (ωB97M-V with the def2-TZVPD basis set, the OMol25 dataset).

Last column: natural (NBO) charge in e.
Atoms and positions in Å:
C -0.143 -1.342 -0.561  -0.3435
C -0.455 -0.402 -1.468  0.0440
N -0.250 0.914 -1.206  -0.4914
C -0.051 1.408 -0.057  0.4437
O -0.332 0.865 1.161  -0.4215
N 0.635 -0.201 1.427  -0.1054
C 0.604 -1.226 0.624  0.0229
H -0.404 -2.434 -0.616  0.2261
H -1.004 -0.533 -2.425  0.2203
H 0.324 2.485 0.069  0.1754
H 1.316 -2.066 0.912  0.2293

Properties
frontier orbital gap	8.96	eV
HOMO level	-9.2	eV
SMILES string	C1=CN=CON=C1

---

Version y
# C4H4N2O

An isolated molecule of C4H4N2O (ωB97M-V with the def2-TZVPD basis set, the OMol25 dataset).

Last column: natural (NBO) charge in e.
Atoms and positions in Å:
C -0.220 -1.019 0.598  -0.4859
C -0.733 -0.846 -0.700  0.1227
C 0.342 -0.166 1.469  0.4114
C -0.318 1.324 -1.803  0.5046
N 0.620 0.359 2.538  -0.5954
N 0.538 1.979 -2.429  -0.7216
O -0.408 0.073 -1.652  -0.4632
H -0.532 -1.824 1.241  0.2738
H -1.350 -1.598 -1.211  0.1935
H 1.660 0.427 2.726  0.3769
H 0.249 2.852 -2.867  0.3831

Properties
frontier orbital gap (spin up / spin down)	7.01 / 7.63	eV
HOMO level (spin up / spin down)	-7.1 / -7.7	eV

---

Version z
# C4H4N2O

An isolated molecule of C4H4N2O (ωB97M-V with the def2-TZVPD basis set, the OMol25 dataset).

Last column: natural (NBO) charge in e.
Atoms and positions in Å:
N 2.695 0.599 1.144  -0.2392
C 1.870 0.347 0.313  -0.1282
C 1.005 -0.289 -0.659  0.0435
O 0.091 -1.158 -0.163  -0.4777
C -1.276 -0.756 -0.131  -0.1604
C -1.427 0.579 0.501  0.2324
N -1.500 1.633 0.974  -0.2797
H 0.925 0.082 -1.684  0.2031
H 1.102 1.199 0.344  0.3419
H -1.721 -0.732 -1.130  0.2206
H -1.764 -1.505 0.491  0.2436

Properties
frontier orbital gap (spin up / spin down)	8.18 / 8.76	eV
HOMO level (spin up / spin down)	-8.5 / -8.9	eV

---

Short version: version y is the least stable of them.

---

Version w
# C4H4N2O

An isolated molecule of C4H4N2O (ωB97M-V with the def2-TZVPD basis set, the OMol25 dataset).

Last column: natural (NBO) charge in e.
Atoms and positions in Å:
H 0.121 -2.090 -0.146  0.3741
N 0.438 -1.182 0.151  -0.5833
C -0.366 -0.193 0.063  0.1586
C -1.862 -0.310 -0.017  0.3756
O -2.390 -1.389 -0.143  -0.4724
C 0.445 1.039 0.001  -0.2543
C 1.817 0.492 0.110  0.1366
N 1.584 0.955 -1.022  -0.3142
H -2.455 0.626 0.052  0.1277
H 0.095 2.045 0.233  0.2150
H 2.571 0.004 0.717  0.2364

Properties
frontier orbital gap	9.05	eV
HOMO level	-9.8	eV
SMILES string	[H]/N=C(\C=O)[C@H]1C=N1

---

Version x
# C4H4N2O

An isolated molecule of C4H4N2O (ωB97M-V with the def2-TZVPD basis set, the OMol25 dataset).

Last column: natural (NBO) charge in e.
Atoms and positions in Å:
C 2.076 -0.276 0.194  -0.2784
C 0.809 -0.246 -0.039  -0.0121
N 0.093 -1.408 -0.278  -0.4813
C -1.209 -1.200 0.034  0.2733
N -1.339 0.093 0.123  -0.5997
C -0.244 0.819 0.000  0.6238
O -0.148 2.036 -0.131  -0.5508
H 2.848 0.583 0.151  0.2110
H 2.671 -1.046 0.118  0.1965
H -2.072 -1.758 0.236  0.2078
H -2.132 0.554 0.495  0.4098

Properties
frontier orbital gap	8.48	eV
HOMO level	-8.9	eV
SMILES string	C=C1N=CNC1=O

---

Version y
# C4H4N2O

An isolated molecule of C4H4N2O (ωB97M-V with the def2-TZVPD basis set, the OMol25 dataset).

Last column: natural (NBO) charge in e.
Atoms and positions in Å:
O -0.704 1.392 2.326  -0.5336
C -0.078 1.295 1.291  0.3986
C -0.286 0.479 0.096  -0.0871
C 0.856 0.384 -0.666  0.0055
N 0.987 -0.821 -1.255  -0.4605
C -0.120 -1.457 -0.922  0.2105
N -0.945 -0.718 -0.143  -0.4987
H 0.940 1.718 1.158  0.1149
H 1.541 1.206 -0.840  0.2124
H -0.342 -2.463 -1.241  0.2048
H -1.849 -1.016 0.197  0.4331

Properties
frontier orbital gap	9.88	eV
HOMO level	-9.5	eV
SMILES string	O=Cc1cnc[nH]1

---

Short version: version w is the least stable of them.

---

Version w
# C7H12N2O5

An isolated molecule of C7H12N2O5 (ωB97M-V with the def2-TZVPD basis set, the OMol25 dataset).

Last column: natural (NBO) charge in e.
Atoms and positions in Å:
N -0.354 -1.989 0.281  -0.8459
C -0.543 -0.572 0.810  -0.1342
C 0.086 -0.150 2.086  -0.4328
C 1.689 -0.056 1.990  -0.5425
C 2.188 0.960 2.939  0.7510
O 2.813 0.849 4.007  -0.5538
O 2.288 2.081 2.128  -0.7140
C -0.241 0.582 -0.201  0.6766
O 0.372 1.602 0.074  -0.6751
N -0.940 0.449 -1.315  -0.5864
C -1.575 -0.719 -1.868  -0.4172
C -1.842 -1.007 -3.232  0.7854
O -2.307 -2.133 -3.549  -0.5612
O -1.520 0.181 -3.884  -0.7129
H -0.746 -2.582 0.921  0.3857
H 0.578 -2.166 -0.138  0.3943
H -1.727 -0.302 0.861  0.2160
H -0.237 -0.788 3.063  0.2349
H -0.240 0.872 2.097  0.2275
H 2.046 0.385 0.818  0.2587
H 2.352 -1.118 2.152  0.2457
H 1.435 2.049 1.546  0.5132
H -0.848 1.436 -1.830  0.4220
H -0.952 -1.610 -1.307  0.3165
H -2.527 -0.540 -1.381  0.2353
H -1.814 0.270 -4.910  0.5131

Properties
frontier orbital gap	10.00	eV
HOMO level	-9.9	eV
SMILES string	N[C@@H](CCC(=O)O)C(=O)NCC(=O)O

---

Version x
# C7H12N2O5

A structure of composition C7H12N2O5 (ωB97M-V with the def2-TZVPD basis set, the OMol25 dataset).

Last column: natural (NBO) charge in e.
Atoms and positions in Å:
C -0.533 1.211 0.683  -0.1844
C 0.237 -0.143 0.893  0.7079
C -2.061 1.083 0.301  -0.4097
C -2.471 0.107 -0.956  -0.5562
C -3.461 -0.950 -0.435  0.7693
C 2.545 -0.942 0.816  -0.3526
C 3.511 -0.592 -0.383  0.7675
H -0.920 1.885 -1.338  0.3770
H 1.083 1.363 -0.764  0.4124
H -0.523 1.893 1.512  0.2172
H -2.452 2.133 -0.089  0.2358
H -2.570 0.813 1.270  0.2322
H -2.867 0.714 -1.914  0.2627
H -1.490 -0.587 -1.095  0.2271
H -2.011 -1.726 0.172  0.5039
H 1.747 1.180 1.296  0.4409
H 1.743 -1.837 0.513  0.3106
H 3.254 -1.160 1.640  0.2443
H 5.105 -1.216 -1.290  0.5170
N 0.069 1.904 -0.433  -0.8540
N 1.655 0.147 0.987  -0.6546
O -0.136 -1.358 0.716  -0.6581
O -4.658 -0.806 -0.433  -0.5851
O -2.912 -2.042 0.015  -0.6552
O 3.850 0.623 -0.894  -0.6364
O 4.264 -1.696 -0.791  -0.6795

Properties
frontier orbital gap	10.03	eV
HOMO level	-9.9	eV

---

Short version: version x is the least stable of them.

---

Version w
# C8H11N

An isolated molecule of C8H11N (ωB97M-V with the def2-TZVPD basis set, the OMol25 dataset).

Last column: natural (NBO) charge in e.
Atoms and positions in Å:
C -1.716 0.748 -1.520  -0.4376
C -0.210 0.571 -1.368  -0.2645
C -1.073 -0.562 -0.980  -0.2308
C -0.599 -0.718 0.621  -0.0596
N -0.627 0.768 0.858  -0.5816
C 0.392 1.030 0.018  -0.0903
C 1.363 0.026 0.247  -0.2022
C 1.691 -0.721 1.559  -0.4275
C 0.618 -1.201 0.621  -0.2910
H -1.904 1.919 -0.928  0.2347
H -1.939 0.715 -2.583  0.2138
H 0.322 0.462 -2.283  0.2143
H -1.351 -1.399 -1.744  0.2383
H -1.381 -1.210 1.055  0.2137
H -0.191 0.896 1.822  0.3532
H 0.869 2.034 -0.072  0.2185
H 2.228 0.125 -0.583  0.2182
H 2.521 -1.489 1.601  0.2368
H 1.437 -0.360 2.529  0.2056
H 0.981 -2.104 -0.004  0.2382

Properties
frontier orbital gap	10.14	eV
HOMO level	-9.2	eV
SMILES string	C1[C@@H]2[C@H]1[C@@H]1N[C@H]2[C@H]2C[C@H]21

---

Version x
# C8H11N

An isolated molecule of C8H11N (ωB97M-V with the def2-TZVPD basis set, the OMol25 dataset).

Last column: natural (NBO) charge in e.
Atoms and positions in Å:
C -0.822 0.757 -0.327  0.0403
C -0.784 0.129 0.833  0.1151
C 1.079 -0.192 -0.933  0.0424
C 1.470 -0.551 0.361  0.0872
C 1.474 -0.440 -2.144  -0.4331
C 2.654 -1.182 0.681  -0.4806
C -1.715 1.200 -1.398  -0.7022
C -1.827 0.187 1.953  -0.6426
N 0.497 -0.153 1.307  -0.5791
H 2.328 -1.101 -2.339  0.1987
H 1.107 -0.159 -3.105  0.2144
H 2.834 -1.164 1.758  0.1892
H 3.541 -1.285 0.028  0.2162
H -1.491 2.098 -1.928  0.2288
H -2.801 1.259 -1.212  0.2238
H -1.644 0.635 -2.315  0.2309
H -2.519 0.891 1.573  0.2240
H -1.518 0.417 2.923  0.2193
H -2.378 -0.727 2.043  0.2192
H 0.516 -0.619 2.241  0.3882

Properties
frontier orbital gap	8.29	eV
HOMO level	-7.5	eV

---

Short version: version w is the least stable of them.